97
Properties=species:S:1:pos:R:3:forces:R:3:mulliken_charge:R:1 method="wB97M-V/def2-TZVPD" fmax_ev_per_a=1.5 orbital_gap_ev=7.02 total_charge=+1 lumo_energy_ev=-2.4704
Pt -0.03457 0.12643 -0.40179 -0.74 -1.30 -0.17 2.284
C -0.50434 -5.22393 0.31976 0.04 0.04 0.00 -1.255
N 0.07262 -3.93584 0.66661 -0.10 0.01 0.06 1.067
C 0.91639 -3.93756 1.84242 0.07 0.06 -0.08 -0.831
C -0.30310 -2.79449 0.04694 0.10 -0.38 -0.13 -1.396
N -0.37893 -1.62286 0.66960 0.85 0.64 0.39 0.727
C -0.84122 -1.67991 2.02577 -0.38 0.22 0.21 -0.407
C -2.00473 -2.41679 2.10561 -0.11 0.12 0.12 0.219
C -2.69210 -2.67036 3.29551 -0.19 -0.17 -0.09 -1.272
C -2.22980 -2.13129 4.44614 0.05 0.03 0.10 -1.095
C -1.06326 -1.33048 4.44641 0.07 0.01 -0.13 1.401
C -0.68443 -0.80746 5.70540 -0.08 -0.11 0.01 -1.114
C 0.41719 -0.02868 5.82856 0.13 0.10 0.15 -1.204
C 1.17423 0.25626 4.69072 -0.11 -0.02 0.07 -0.390
C 0.87556 -0.23648 3.43474 -0.45 0.08 -0.08 -0.174
N 1.64851 0.27035 2.38402 0.42 -0.29 -0.39 0.403
C 2.94619 0.35929 2.56059 -0.23 0.09 -0.21 -0.323
N 3.70731 -0.44712 3.36211 0.13 -0.14 0.00 0.443
C 3.32185 -1.79548 3.71527 -0.01 0.05 -0.13 -0.539
C 4.83077 0.07015 4.12362 -0.05 0.00 0.06 -1.357
N 3.66363 1.32855 1.91675 0.07 -0.01 -0.05 0.429
C 5.00407 1.09800 1.40592 -0.03 -0.07 0.07 -1.255
C 3.07288 2.56928 1.48454 -0.21 -0.02 -0.09 -1.107
C -0.30782 -1.06857 3.24593 0.06 0.00 -0.06 0.253
N -0.64363 -2.93363 -1.25813 0.14 0.18 -0.13 0.699
C -1.70037 -2.13322 -1.86751 0.10 -0.10 0.29 -0.893
C 0.23842 -3.64360 -2.17552 -0.09 -0.15 -0.01 -1.341
H -0.93285 -5.67399 1.21894 0.00 0.00 0.00 0.388
H 0.25467 -5.90276 -0.07580 0.00 0.00 -0.01 0.346
H -1.28900 -5.10238 -0.42073 -0.01 0.01 -0.01 0.382
H 1.52870 -4.84001 1.82381 0.00 0.00 -0.01 0.570
H 0.33896 -3.91828 2.77116 -0.02 -0.01 0.00 0.157
H 1.57415 -3.07920 1.77731 -0.06 0.02 0.02 -0.320
H -2.41054 -2.81142 1.18118 -0.03 0.04 0.04 0.620
H -3.58922 -3.27621 3.28071 0.00 0.00 0.00 0.513
H -2.73980 -2.29586 5.38660 0.01 0.01 0.00 0.410
H -1.29728 -1.04942 6.56407 0.00 0.01 -0.01 0.458
H 0.70625 0.37897 6.78874 0.01 0.01 0.00 0.408
H 2.03468 0.90889 4.78179 -0.05 0.01 0.01 0.561
H 2.63459 -2.17074 2.96896 -0.04 -0.04 0.02 0.075
H 2.84966 -1.84996 4.69997 0.00 0.01 0.03 0.256
H 4.21358 -2.42535 3.71282 -0.01 -0.01 0.00 0.460
H 4.92613 1.14249 3.98449 0.00 0.01 0.02 0.415
H 5.76894 -0.40930 3.83356 0.00 0.00 0.01 0.375
H 4.66289 -0.12527 5.18690 0.00 -0.01 0.00 0.406
H 5.74436 1.72395 1.91346 -0.01 -0.02 -0.03 0.315
H 5.02811 1.33738 0.34317 -0.01 0.01 -0.11 0.385
H 5.27810 0.05348 1.52485 0.00 0.01 0.00 0.395
H 2.08017 2.68217 1.91097 0.06 0.02 0.04 0.222
H 2.98743 2.60190 0.39407 -0.04 0.04 -0.05 0.325
H 3.69453 3.40865 1.81047 -0.01 -0.02 -0.05 0.422
H -2.57969 -2.12613 -1.22500 -0.01 0.02 -0.01 0.199
H -1.95282 -2.59855 -2.81880 -0.05 0.04 -0.01 0.342
H -1.38994 -1.10223 -2.02134 -0.13 -0.03 -0.22 0.079
H 1.10610 -4.01937 -1.63868 -0.05 0.00 -0.01 0.443
H 0.58804 -2.95216 -2.94668 0.00 -0.02 -0.01 0.393
H -0.27655 -4.47749 -2.65847 -0.02 0.01 -0.01 0.327
O 2.26632 -2.29556 -0.21431 0.23 0.23 -0.20 -0.780
C 2.28936 -1.60664 -1.22727 0.08 0.02 0.31 -0.264
O 1.49412 -0.61501 -1.49285 0.18 0.29 0.05 -0.605
C 3.28519 -1.89617 -2.31740 0.07 -0.03 0.06 0.786
C 4.05310 -3.05185 -2.21287 0.03 0.01 -0.04 -0.302
C 4.98565 -3.36225 -3.19060 -0.03 -0.01 0.00 -0.847
C 5.16073 -2.51401 -4.27588 0.00 0.02 0.00 -0.433
C 4.40453 -1.35420 -4.37906 0.00 -0.03 -0.01 -0.795
C 3.46701 -1.04861 -3.40438 -0.02 0.09 0.04 -0.105
H 3.90849 -3.69310 -1.35356 0.01 0.00 0.00 0.440
H 5.57781 -4.26427 -3.10790 0.00 0.00 0.00 0.424
H 5.88981 -2.75429 -5.03877 0.00 0.00 0.00 0.400
H 4.54561 -0.68907 -5.22123 0.00 0.00 0.00 0.437
H 2.87689 -0.14478 -3.47342 0.03 -0.04 0.00 0.263
C -5.64211 -0.81507 1.80099 -0.01 -0.03 0.05 -0.896
C -5.27816 0.31638 0.84085 0.00 0.07 -0.05 -0.714
C -3.84543 0.72131 0.96414 -0.06 -0.09 -0.04 0.409
N -2.91806 0.32277 0.17325 0.10 0.00 -0.11 -0.844
N -1.68329 0.80442 0.52946 -0.12 0.34 0.27 0.257
C -1.69739 1.56753 1.59894 0.05 0.01 0.07 0.470
N -0.59023 2.18188 2.08765 -0.16 -0.17 -0.03 0.087
S -3.27423 1.74468 2.25382 -0.01 0.03 0.03 -0.131
H -6.70212 -1.05146 1.72125 0.00 -0.01 -0.01 0.424
H -5.43497 -0.54256 2.83715 0.00 0.01 -0.01 0.304
H -5.06791 -1.71304 1.57326 0.01 0.01 -0.01 0.135
H -5.91566 1.18513 1.01669 0.01 0.00 0.03 0.359
H -5.43200 0.01399 -0.19505 0.01 -0.04 0.01 0.291
H 0.26759 1.66188 1.86728 0.19 -0.14 0.15 -0.883
H -0.63751 2.46107 3.05684 -0.01 0.00 -0.01 0.419
Br 0.07088 0.24162 -3.99868 -0.01 0.04 -0.03 0.012
C 0.42713 1.75591 -2.94343 -0.29 -0.19 -0.11 0.422
C 0.93873 2.86456 -3.60049 -0.07 -0.01 0.04 -0.751
C 1.02732 4.06290 -2.92162 0.01 0.05 -0.05 -0.321
C 0.55740 4.12287 -1.62001 0.01 -0.03 0.01 -1.017
C 0.09812 2.96691 -1.03030 0.05 -0.02 -0.05 0.053
N 0.06067 1.76769 -1.65501 0.74 0.66 0.17 0.237
H 1.22765 2.77264 -4.63643 0.00 0.00 0.00 0.463
H 1.42664 4.94040 -3.41237 0.00 -0.01 0.00 0.458
H 0.56758 5.04101 -1.05083 -0.02 0.00 -0.01 0.467
H -0.24068 2.98379 -0.00777 0.04 -0.06 0.05 0.366